# 1
DFT (ωB97M-V/def2-TZVPD) results for a 6-piece molecular cluster, C5H18O8 overall.

Each line ends with the Mulliken charge.
CARTESIAN COORDINATES (ANGSTROEM)
O: 1.089 -0.567 0.352  -0.8735
C: 0.944 0.629 0.157  0.7345
O: 0.940 1.466 1.170  -0.6662
C: 0.756 1.330 -1.152  -0.6236
C: -0.253 0.598 -2.072  -0.6517
C: 0.318 -0.713 -2.641  -0.2870
C: 1.371 -0.516 -3.667  0.0124
O: 1.925 0.531 -3.827  -0.4644
H: 1.143 0.945 2.072  0.5985
H: 0.406 2.364 -1.003  0.3086
H: 1.710 1.438 -1.700  0.4518
H: -1.221 0.416 -1.559  0.2793
H: -0.520 1.317 -2.921  0.3807
H: 0.751 -1.365 -1.779  0.1787
H: -0.535 -1.303 -3.044  0.3595
H: 1.633 -1.474 -4.287  0.2732
H: -2.032 1.204 1.233  0.3935
H: -0.810 2.004 1.192  0.4264
O: -1.715 2.012 0.982  -0.6903
H: 1.755 -0.767 2.345  0.3593
H: 0.513 -0.668 3.154  0.4953
O: 1.390 -0.252 3.059  -0.8054
H: -2.339 -1.020 0.855  0.4607
H: -3.554 0.005 0.764  0.2883
O: -2.893 -0.347 1.325  -0.8395
H: -0.300 -1.652 0.158  0.3375
H: -0.928 -2.220 1.443  0.3987
O: -1.092 -2.126 0.471  -0.8512
H: -1.437 -1.645 3.844  0.2315
H: -1.702 -0.729 2.707  0.4115
O: -1.062 -1.321 3.065  -0.6273

Summary:
- structure (SMILES) = O=CCCCC(=O)O.O.O.O.O.O
- energy relative to the best compared isomer or geometry (same formula, charge and spin) (kcal/mol) = 0.0
- 2S+1 = 1
- LUMO (eV) = 0.3

=====

# 2
DFT (ωB97M-V/def2-TZVPD) results for C16H31F3O3P2PbS as an isolated structure.

Each line ends with the Mulliken charge.
CARTESIAN COORDINATES (ANGSTROEM)
P: 0.105 -0.416 -2.404  1.4878
P: -0.538 -1.754 0.806  1.4843
C: 0.020 -2.198 -1.969  -1.3005
C: -0.964 -2.505 -0.849  -1.2502
H: 1.028 -2.596 -1.766  0.4747
H: -0.324 -2.675 -2.907  0.5765
H: -1.969 -2.183 -1.136  0.2805
H: -1.003 -3.587 -0.679  0.7462
C: 0.387 -3.307 1.283  -1.8782
H: 0.531 -3.336 2.372  0.4354
H: 1.360 -3.408 0.786  0.4065
H: -0.222 -4.175 0.994  0.5005
C: -1.921 -2.027 2.015  -1.3002
H: -1.597 -2.779 2.769  0.4780
H: -2.877 -2.456 1.586  0.2732
H: -2.090 -1.072 2.575  0.2395
C: 1.339 -0.585 -3.749  -1.8274
H: 1.542 0.387 -4.220  0.4073
H: 0.925 -1.293 -4.481  0.5629
H: 2.279 -0.971 -3.335  0.3157
C: -1.388 -0.067 -3.349  -1.3046
H: -2.262 -0.580 -2.926  0.3359
H: -1.218 -0.449 -4.367  0.4120
H: -1.582 1.011 -3.412  0.3441
Pb: -3.505 0.446 0.655  1.0265
C: 1.498 -0.716 0.940  0.1293
C: 2.411 -1.079 -0.059  -0.7857
C: 3.631 -0.261 -0.267  -1.2659
C: 3.457 1.231 -0.839  -0.7816
C: 2.433 1.324 -1.839  -0.9943
C: 1.040 1.195 -1.562  -0.4984
C: 0.402 1.310 -0.110  -0.0649
C: 1.222 0.810 1.062  -1.2273
C: -3.348 2.528 -0.066  -1.3868
H: 1.776 -1.059 1.970  0.6329
H: 2.400 -2.119 -0.433  0.3546
H: 4.284 -0.756 -0.999  0.3970
H: 4.149 -0.120 0.696  0.2414
H: 3.307 1.967 -0.036  0.4059
H: 4.421 1.411 -1.326  0.4824
H: 2.780 1.626 -2.833  0.3419
H: 0.445 1.893 -2.203  1.0053
H: -0.592 0.774 -0.118  -0.4597
H: 0.156 2.374 0.092  0.7101
H: 2.192 1.358 1.077  0.3258
H: 0.641 1.109 1.957  0.2299
H: -3.940 3.220 0.550  0.4078
H: -3.789 2.419 -1.084  0.4651
H: -2.294 2.840 -0.148  0.2853
F: -0.182 2.491 4.724  -0.2151
C: -1.540 2.425 4.743  0.5237
F: -1.890 1.274 5.363  -0.2239
F: -2.034 3.483 5.439  -0.2033
S: -2.187 2.439 2.998  1.3499
O: -1.629 3.648 2.440  -0.6939
O: -1.643 1.166 2.416  -0.7171
O: -3.634 2.368 3.161  -0.6969

Summary:
- energy relative to the best compared isomer or geometry (same formula, charge and spin) (kcal/mol) = 110.2
- 2S+1 = 1
- LUMO (spin up / spin down) (eV) = -1.7 / -1.5

=====

# 3
DFT (ωB97M-V/def2-TZVPD) results for C4H3LaLiO as an isolated structure.

Each line ends with the Mulliken charge.
CARTESIAN COORDINATES (ANGSTROEM)
H: -1.683 -1.114 1.080  0.3665
O: 0.358 -0.718 0.947  -0.5193
C: -0.892 -0.623 0.491  0.4600
C: -1.245 0.325 -0.429  -1.1550
H: -1.637 -0.441 -1.216  0.1504
H: -1.554 1.340 -0.183  0.2656
La: 1.123 -0.655 3.421  -0.3196
Li: 1.537 0.600 -0.052  0.5883
C: 2.600 0.772 -1.896  -0.5999
C: 1.394 0.515 -2.162  -0.2371

Summary:
- total charge = -1
- 2S+1 = 1
- LUMO (spin up / spin down) (eV) = 2.1 / 2.5

=====

# 4
DFT (ωB97M-V/def2-TZVPD) results for one molecule with the formula C4H4Br2N2.

Each line ends with the Mulliken charge.
CARTESIAN COORDINATES (ANGSTROEM)
C: -0.912 0.637 -1.201  -0.5609
C: 0.302 0.400 1.268  -0.4136
C: -0.180 -0.152 -0.039  0.2717
C: 0.510 0.227 -1.276  -0.0849
N: 1.230 -0.451 1.878  0.2572
N: 1.971 -1.286 1.696  -0.4350
Br: -1.115 -1.943 0.151  -0.1122
Br: 0.913 -0.966 -2.688  -0.0843
H: -1.727 0.174 -1.807  0.2769
H: -1.165 1.663 -0.887  0.1946
H: 0.776 1.251 0.990  0.4304
H: -0.602 0.445 1.916  0.2601

Summary:
- energy relative to the best compared isomer or geometry (same formula, charge and spin) (kcal/mol) = 74.7
- 2S+1 = 1
- LUMO (spin up / spin down) (eV) = 0.4 / -1.7

=====

# 5
DFT (ωB97M-V/def2-TZVPD) results for a 3-piece molecular cluster, C32H63Cl2NO3 overall.

Each line ends with the Mulliken charge.
CARTESIAN COORDINATES (ANGSTROEM)
C: 1.587 0.212 5.559  0.0143
C: 1.609 -0.584 4.656  -0.3807
C: 1.723 -1.544 3.549  -0.2964
O: 2.349 -0.999 2.398  -0.0541
C: 1.812 0.182 1.896  -0.6186
Cl: 0.017 0.116 1.723  -0.0810
C: 2.549 0.500 0.590  -0.4900
C: 1.944 1.667 -0.191  -1.0602
C: 1.956 2.910 0.688  0.3706
O: 2.919 3.207 1.353  -0.5956
N: 0.758 3.635 0.712  0.2384
C: 0.629 4.512 1.869  -1.0077
C: 0.457 4.294 -0.557  -1.0513
O: 2.849 -0.626 -0.216  -0.5396
C: 1.883 -1.567 -0.523  2.5829
Cl: 0.624 -0.923 -1.682  -0.2537
C: 2.574 -2.792 -1.120  -1.1465
C: 2.210 -4.072 -0.364  -0.8508
C: 0.709 -4.421 -0.448  -0.8733
C: -0.034 -4.317 0.884  0.4521
C: -1.565 -4.248 0.723  -1.1574
C: -2.118 -2.882 1.144  0.4911
C: -3.642 -2.759 0.968  -1.2095
C: -4.047 -1.733 -0.089  -0.2956
C: -5.558 -1.503 -0.144  -0.5991
C: -5.994 -0.734 -1.387  -1.0529
H: 1.495 0.916 6.352  0.4137
H: 0.743 -1.962 3.298  -0.0882
H: 2.364 -2.370 3.864  0.4577
H: 1.998 1.007 2.589  0.9587
H: 3.529 0.851 0.925  0.1061
H: 2.602 1.855 -1.043  0.4336
H: 0.928 1.469 -0.519  0.6033
H: 1.079 5.498 1.703  0.3387
H: 1.083 4.048 2.741  0.3115
H: -0.435 4.662 2.073  0.3431
H: 0.947 5.273 -0.617  0.3674
H: -0.622 4.416 -0.678  0.3435
H: 0.804 3.678 -1.388  0.3392
H: 1.308 -1.841 0.360  -1.3224
H: 3.652 -2.629 -1.075  0.2968
H: 2.289 -2.893 -2.170  0.4255
H: 2.468 -3.917 0.692  0.2698
H: 2.826 -4.895 -0.731  0.4777
H: 0.602 -5.440 -0.832  0.4486
H: 0.225 -3.774 -1.189  0.4499
H: 0.293 -3.413 1.414  -0.5839
H: 0.240 -5.160 1.527  0.4638
H: -2.053 -5.024 1.319  0.3316
H: -1.823 -4.409 -0.330  0.3554
H: -1.851 -2.719 2.193  0.1234
H: -1.619 -2.120 0.536  -0.1418
H: -4.060 -3.731 0.683  0.3919
H: -4.109 -2.482 1.919  0.3819
H: -3.726 -2.093 -1.076  0.2787
H: -3.536 -0.783 0.101  0.2868
H: -5.874 -0.986 0.768  0.3324
H: -6.044 -2.487 -0.125  0.3428
H: -5.933 -1.370 -2.273  0.3500
H: -5.353 0.139 -1.545  0.1982
H: -7.022 -0.377 -1.291  0.3912
C: 5.191 0.334 3.596  -0.6297
C: 6.412 1.162 3.211  -0.6727
C: 7.168 0.596 2.010  -0.6215
C: 7.743 -0.807 2.215  -0.6195
C: 8.697 -0.942 3.401  -0.4227
C: 9.944 -0.071 3.281  -1.2166
H: 5.462 -0.680 3.895  0.3067
H: 4.655 0.790 4.431  0.4001
H: 4.499 0.259 2.759  -0.1540
H: 7.082 1.255 4.070  0.3951
H: 6.088 2.178 2.967  0.3493
H: 7.972 1.286 1.738  0.4089
H: 6.493 0.569 1.148  0.2235
H: 8.268 -1.104 1.302  0.4286
H: 6.924 -1.522 2.335  0.2209
H: 9.000 -1.989 3.483  0.4045
H: 8.174 -0.705 4.331  0.2159
H: 10.502 -0.314 2.374  0.2918
H: 10.609 -0.222 4.133  0.3851
H: 9.693 0.990 3.247  0.2835
C: -4.980 0.725 -5.027  -1.0108
C: -5.227 2.227 -5.126  -0.4342
C: -6.210 2.746 -4.076  -0.7050
C: -7.615 2.146 -4.159  -0.4035
C: -8.315 2.336 -5.503  -0.4905
C: -8.541 3.799 -5.872  -1.2210
H: -5.895 0.154 -5.194  0.2666
H: -4.249 0.398 -5.767  0.3981
H: -4.596 0.465 -4.039  0.1572
H: -5.581 2.476 -6.130  0.2467
H: -4.278 2.755 -5.000  0.3610
H: -6.270 3.835 -4.153  0.3471
H: -5.805 2.538 -3.080  0.3434
H: -8.230 2.596 -3.373  0.3922
H: -7.570 1.078 -3.929  0.1627
H: -9.281 1.825 -5.465  0.3913
H: -7.745 1.843 -6.296  0.2509
H: -9.139 4.303 -5.110  0.2936
H: -9.070 3.886 -6.822  0.3821
H: -7.599 4.340 -5.972  0.2823

Summary:
- structure (SMILES) = C#CCO[C@H](Cl)[C@H](CC(=O)N(C)C)O[C@@H](Cl)CCCCCCCCCC.CCCCCC.CCCCCC
- 2S+1 = 1
- LUMO (eV) = 0.5

=====

# 6
DFT (ωB97M-V/def2-TZVPD) results for C32H30N4O4PSTeV as an isolated structure.

Each line ends with the Mulliken spin population.
CARTESIAN COORDINATES (ANGSTROEM)
V: 0.585 -0.882 0.313  2.8966
N: -0.112 -2.830 3.972  0.0062
C: 0.378 -1.717 4.644  -0.0109
C: 0.554 -1.437 5.994  0.0023
C: 1.073 -0.194 6.298  -0.0018
C: 1.399 0.740 5.300  0.0034
C: 1.221 0.457 3.962  -0.0075
C: 0.710 -0.800 3.645  0.0267
N: 0.430 -1.362 2.407  -0.1334
C: -0.061 -2.553 2.648  0.0854
C: -0.446 -3.419 1.545  0.0122
C: -1.199 -4.546 1.548  0.0014
S: -1.358 -5.133 -0.046  0.0070
C: -0.434 -3.830 -0.624  0.0458
N: -0.019 -3.007 0.297  0.0004
H: -0.420 -3.692 4.387  -0.0004
H: 0.298 -2.146 6.770  -0.0001
H: 1.227 0.073 7.335  -0.0001
H: 1.789 1.706 5.596  0.0002
H: 1.441 1.175 3.182  0.0171
H: -1.664 -5.044 2.384  0.0008
H: -0.199 -3.707 -1.672  -0.0122
C: 3.778 -2.116 1.716  0.0165
P: 3.111 -1.054 0.392  -0.0142
C: 3.893 0.557 0.728  0.0223
C: 4.010 -1.645 -1.080  0.0083
H: 4.864 -2.041 1.777  0.0003
H: 3.507 -3.155 1.524  -0.0001
H: 3.348 -1.819 2.674  0.0001
H: 4.976 0.504 0.615  0.0007
H: 3.659 0.864 1.749  0.0008
H: 3.494 1.312 0.051  -0.0032
H: 5.082 -1.698 -0.887  -0.0005
H: 3.842 -0.965 -1.916  0.0012
H: 3.652 -2.635 -1.367  -0.0012
Te: 0.850 0.185 -2.337  -0.0032
C: 0.581 -1.069 -4.004  -0.0040
C: 1.430 -0.935 -5.097  -0.0020
C: 1.269 -1.761 -6.203  0.0005
C: 0.258 -2.711 -6.225  -0.0003
C: -0.598 -2.839 -5.138  0.0010
C: -0.433 -2.023 -4.028  0.0049
C: -0.866 1.384 -2.540  -0.0051
C: -0.707 2.764 -2.575  -0.0009
C: -1.825 3.584 -2.673  0.0006
C: -3.090 3.023 -2.758  -0.0007
C: -3.244 1.642 -2.733  0.0019
C: -2.135 0.819 -2.609  0.0040
H: 2.214 -0.189 -5.092  0.0003
H: 1.932 -1.654 -7.053  0.0001
H: 0.131 -3.347 -7.091  -0.0001
H: -1.396 -3.571 -5.159  0.0002
H: -1.116 -2.109 -3.192  0.0014
H: 0.281 3.205 -2.522  0.0004
H: -1.702 4.659 -2.694  0.0001
H: -3.960 3.663 -2.844  -0.0001
H: -4.233 1.204 -2.795  0.0001
H: -2.263 -0.254 -2.551  0.0007
O: -1.435 -0.171 0.432  0.0007
C: -1.001 1.006 0.599  0.0424
O: 0.257 1.215 0.587  -0.0098
C: -1.942 2.144 0.782  -0.0105
C: -3.312 1.920 0.841  0.0024
C: -4.189 2.985 0.982  -0.0011
C: -3.702 4.281 1.050  0.0031
C: -2.334 4.476 0.985  -0.0005
C: -1.438 3.435 0.859  0.0028
N: -1.808 5.856 1.041  0.0001
O: -2.613 6.760 1.065  -0.0001
O: -0.604 5.995 1.065  -0.0002
H: -3.677 0.903 0.772  0.0004
H: -5.255 2.810 1.033  0.0000
H: -4.359 5.133 1.149  0.0001
H: -0.376 3.622 0.807  0.0006

Summary:
- total charge = +1
- energy relative to the best compared isomer or geometry (same formula, charge and spin) (kcal/mol) = 0.0
- 2S+1 = 4
- LUMO (spin up / spin down) (eV) = -2.8 / -2.8

=====

no.,DFT total energy (eV),F_max (hartree/bohr)
1,-21857.7361,0.0789
2,-66042.4050,0.0592
3,-7298.5781,0.0701
4,-147272.3558,0.0936
5,-66882.0761,0.0138
6,-100922.5098,0.0086